(1)
Below is a cluster of 9 separate species, C39H69BN10O10S in total at a distorted geometry, with properties calculated with ωB97M-V with the def2-TZVPD basis set.

Summary:
E_tot in eV: -88447.8380
SMILES: CCB(O)c1c(N=C=O)ccc2c1Sc1ccccc1N2.CN(C)C=O.CN(C)C=O.CN(C)C=O.CN(C)C=O.CN(C)C=O.CN(C)C=O.CN(C)C=O.CN(C)C=O
Charge: 0
LUMO in eV: 0.315
HOMO energy in Ha: -0.292

Last column: Mulliken charge in e.
Positions of all 130 atoms, in Å:
C: 0.37 -3.56 0.71  0.083
C: -1.12 -3.01 0.48  -0.479
B: -1.12 -1.66 -0.40  0.348
O: -0.38 -1.62 -1.61  -0.689
C: -2.03 -0.41 0.13  0.538
C: -1.48 0.74 0.89  -0.480
N: -0.04 0.78 1.18  -0.368
C: 0.19 0.17 2.25  0.628
O: 0.29 -0.34 3.29  -0.461
C: -2.43 1.80 1.31  -0.493
C: -3.90 1.74 1.02  -0.881
C: -4.47 0.56 0.30  0.521
C: -3.47 -0.48 -0.14  0.304
S: -4.21 -1.91 -1.03  -0.293
C: -5.76 -2.15 -0.06  0.500
C: -6.27 -3.49 0.27  -0.492
C: -7.50 -3.64 1.08  -0.441
C: -8.19 -2.40 1.53  -0.533
C: -7.65 -1.06 1.21  -0.583
C: -6.41 -0.87 0.38  0.426
N: -5.90 0.45 0.04  -0.236
H: 0.72 -4.09 -0.22  -0.270
H: 1.03 -2.65 0.86  0.221
H: 0.39 -4.26 1.61  0.014
H: -1.56 -2.81 1.51  0.298
H: -1.80 -3.80 0.03  0.265
H: -0.72 -2.37 -2.15  0.294
H: -2.03 2.68 1.88  0.483
H: -4.54 2.60 1.37  0.236
H: -5.67 -4.36 -0.13  0.302
H: -7.84 -4.68 1.32  0.334
H: -9.13 -2.54 2.13  0.307
H: -8.18 -0.15 1.58  0.241
H: -6.42 1.11 0.62  0.339
C: 1.15 -8.51 0.43  -0.741
N: 0.79 -7.73 -0.74  0.173
C: 1.24 -8.19 -2.05  -0.905
C: 0.05 -6.60 -0.67  0.136
O: -0.28 -5.91 -1.61  -0.654
H: 2.24 -8.56 0.50  0.324
H: 0.75 -9.52 0.33  0.394
H: 0.75 -8.05 1.33  0.006
H: 1.85 -7.41 -2.51  0.233
H: 0.37 -8.37 -2.69  0.304
H: 1.82 -9.11 -1.96  0.379
H: -0.23 -6.34 0.37  0.326
C: -0.78 5.45 -0.71  -0.812
N: -2.20 5.75 -0.66  0.302
C: -3.05 5.30 -1.75  -1.107
C: -2.75 6.43 0.37  -0.105
O: -3.93 6.72 0.48  -0.648
H: -0.35 5.90 -1.60  0.341
H: -0.65 4.36 -0.74  0.380
H: -0.27 5.84 0.17  0.061
H: -3.53 6.16 -2.20  0.560
H: -3.83 4.64 -1.35  0.318
H: -2.47 4.77 -2.50  0.332
H: -2.02 6.72 1.14  0.379
C: -6.21 5.58 -6.60  -0.918
N: -5.65 5.75 -5.28  0.103
C: -6.45 5.38 -4.12  -0.887
C: -4.41 6.25 -5.08  0.095
O: -3.89 6.42 -3.99  -0.571
H: -7.12 6.17 -6.69  0.333
H: -6.45 4.52 -6.76  0.336
H: -5.51 5.90 -7.37  0.287
H: -6.59 6.25 -3.48  0.306
H: -5.92 4.61 -3.55  0.244
H: -7.42 4.99 -4.44  0.371
H: -3.89 6.50 -6.02  0.236
C: 3.53 1.18 -2.85  -0.931
N: 2.98 2.01 -1.80  0.348
C: 2.35 1.38 -0.65  -0.817
C: 3.01 3.37 -1.85  -0.155
O: 2.56 4.11 -1.00  -0.594
H: 2.74 0.56 -3.27  0.340
H: 4.31 0.54 -2.43  0.341
H: 3.96 1.80 -3.64  0.295
H: 1.31 1.71 -0.59  0.127
H: 2.87 1.69 0.26  0.303
H: 2.39 0.29 -0.75  0.389
H: 3.50 3.75 -2.76  0.377
C: 1.57 -7.64 6.05  -0.932
N: 1.91 -6.87 4.87  0.154
C: 3.20 -6.21 4.82  -0.928
C: 1.07 -6.75 3.82  0.046
O: 1.30 -6.12 2.80  -0.533
H: 1.59 -6.99 6.93  0.347
H: 2.30 -8.44 6.19  0.344
H: 0.58 -8.08 5.96  0.294
H: 3.05 -5.14 4.69  0.293
H: 3.76 -6.58 3.96  0.279
H: 3.77 -6.39 5.73  0.373
H: 0.12 -7.30 3.97  0.298
C: 4.56 -4.14 0.19  -0.872
N: 4.20 -4.82 -1.04  0.212
C: 3.24 -4.18 -1.93  -0.777
C: 4.71 -6.02 -1.38  0.074
O: 4.45 -6.64 -2.40  -0.593
H: 3.66 -3.99 0.79  0.260
H: 5.00 -3.17 -0.05  0.362
H: 5.28 -4.73 0.76  0.285
H: 2.38 -4.84 -2.07  0.117
H: 3.71 -4.03 -2.91  0.364
H: 2.92 -3.23 -1.53  0.250
H: 5.43 -6.42 -0.64  0.315
C: -0.63 5.92 3.83  -0.616
N: 0.25 7.06 4.01  0.137
C: 1.37 7.24 3.11  -0.968
C: 0.05 7.96 5.01  0.113
O: 0.75 8.93 5.22  -0.583
H: -0.04 5.00 3.92  0.334
H: -1.07 5.97 2.83  0.086
H: -1.42 5.91 4.57  0.336
H: 2.30 7.24 3.69  0.327
H: 1.27 8.20 2.61  0.296
H: 1.39 6.44 2.37  0.337
H: -0.82 7.73 5.64  0.263
C: 6.39 3.91 -1.32  -0.720
N: 7.41 2.90 -1.12  0.135
C: 8.77 3.20 -1.53  -0.979
C: 7.14 1.70 -0.56  0.089
O: 7.96 0.81 -0.37  -0.623
H: 6.32 4.14 -2.38  0.315
H: 6.66 4.81 -0.76  0.381
H: 5.42 3.55 -0.96  0.092
H: 9.09 2.46 -2.27  0.306
H: 9.43 3.13 -0.66  0.292
H: 8.84 4.20 -1.95  0.389
H: 6.08 1.58 -0.29  0.310

(2)
Below is a structure of composition C39H70BeBrF8KN4NaO10PSi2 at a distorted geometry, with properties calculated with ωB97M-V with the def2-TZVPD basis set.

Summary:
E_tot in eV: -205949.6177
Charge: 0
LUMO in eV: -3.931
HOMO energy in Ha: -0.190

Last column: Mulliken charge in e.
Positions of all 138 atoms, in Å:
C: -4.04 4.97 1.51  -0.758
C: -5.46 4.46 0.83  -0.484
C: -5.09 3.23 -0.22  -0.007
C: -5.96 1.86 0.05  -0.906
C: -5.25 0.85 1.17  0.235
C: -5.67 1.27 2.70  -0.291
C: -4.90 0.42 3.87  -0.189
C: -4.34 -1.04 3.40  -0.186
C: -2.75 -1.01 2.90  0.009
C: -1.99 -2.46 3.22  0.088
C: -0.70 -2.32 4.23  -0.560
C: 0.73 -2.30 3.37  0.471
C: 0.64 -0.93 2.43  0.112
C: 0.34 -0.91 0.82  0.497
C: 0.11 -2.37 0.03  -0.166
C: 0.76 -2.32 -1.51  0.399
O: 0.38 -3.23 -2.43  -0.559
C: 0.23 0.53 -0.01  0.108
C: 0.41 1.97 0.76  -0.156
N: 0.30 3.34 0.15  -0.258
C: 0.67 3.38 -1.32  -0.358
C: -0.62 2.96 -2.30  -0.514
C: 0.76 1.90 2.38  -0.456
C: 0.88 0.50 3.23  0.889
C: 1.20 0.84 4.80  -0.081
O: 1.10 0.10 5.91  -0.491
N: 1.62 2.32 4.69  -0.356
C: 1.06 3.08 3.47  0.197
O: 0.91 4.41 3.44  -0.499
H: -4.16 6.07 1.94  0.279
H: -3.70 4.30 2.41  0.113
H: -3.21 4.97 0.69  0.200
H: -6.27 4.11 1.61  0.175
H: -5.93 5.40 0.28  0.381
H: -5.41 3.63 -1.30  0.386
H: -3.94 3.06 -0.27  -0.258
H: -6.01 1.28 -0.99  0.337
H: -7.07 2.14 0.34  0.244
H: -5.72 -0.22 0.95  0.236
H: -4.09 0.88 0.99  -0.310
H: -6.84 1.22 2.81  0.316
H: -5.35 2.41 2.85  -0.107
H: -5.73 0.20 4.71  -0.133
H: -4.11 1.11 4.39  0.284
H: -5.04 -1.58 2.62  0.091
H: -4.33 -1.73 4.38  0.024
H: -2.77 -0.94 1.72  0.021
H: -2.16 -0.09 3.30  0.110
H: -1.66 -2.95 2.20  -0.066
H: -2.77 -3.16 3.76  0.033
H: -0.63 -3.17 5.06  0.209
H: -0.81 -1.29 4.78  0.281
H: 1.63 -2.09 4.13  -0.455
H: 0.89 -3.28 2.74  -0.264
H: 0.69 -3.26 0.57  -0.139
H: -1.02 -2.70 0.00  0.276
H: 1.51 -1.43 -1.76  -0.106
H: 0.02 0.49 -1.16  0.264
H: -0.68 3.67 0.32  0.220
H: 0.88 4.52 -1.58  0.515
H: 1.66 2.81 -1.59  0.059
H: -0.17 2.21 -3.10  0.229
H: -1.41 2.43 -1.59  0.068
H: -1.05 3.91 -2.82  0.303
H: 2.66 2.24 4.65  0.330
C: -1.62 -8.09 5.98  -0.516
C: -2.35 -6.78 5.66  0.862
C: -2.92 -6.70 4.24  0.057
F: -1.96 -6.77 3.30  -0.206
F: -3.55 -5.51 4.05  -0.270
F: -1.53 -5.73 5.93  -0.253
F: -3.40 -6.67 6.54  -0.360
O: -0.19 -8.05 5.88  -0.383
C: 0.33 -8.27 4.57  0.691
C: 1.08 -7.05 4.01  0.109
F: 0.28 -5.96 3.95  -0.141
F: 1.53 -7.28 2.75  -0.415
F: -0.67 -8.69 3.75  -0.262
F: 1.18 -9.32 4.68  -0.275
H: -1.80 -8.29 7.05  0.290
H: -2.05 -8.95 5.46  0.380
H: -3.65 -7.49 4.06  0.278
H: 1.94 -6.80 4.64  0.355
O: -6.65 -1.46 6.08  -0.425
H: -5.70 -1.52 6.35  0.469
H: -7.17 -0.88 6.69  0.439
H: -7.06 -2.36 6.00  0.449
C: 5.23 -0.39 0.01  -1.019
C: 5.58 -0.92 -1.38  -0.455
C: 5.23 0.06 -2.50  -0.229
C: 3.78 0.29 -2.61  0.417
N: 2.64 0.48 -2.69  -0.754
H: 4.15 -0.23 0.12  0.226
H: 5.53 -1.11 0.77  0.332
H: 5.74 0.56 0.21  0.314
H: 5.07 -1.88 -1.54  0.299
H: 6.65 -1.12 -1.41  0.334
H: 5.60 -0.35 -3.45  0.314
H: 5.75 1.01 -2.34  0.310
O: -8.35 5.41 1.35  -0.641
H: -8.23 6.05 0.64  0.321
H: -7.63 5.61 1.97  0.371
O: -1.64 -9.25 8.90  -0.559
P: -0.50 -8.71 9.78  0.958
O: -0.54 -9.40 11.15  -0.465
O: -0.68 -7.19 9.96  -0.483
O: 0.85 -8.98 9.10  -0.458
K: 2.98 3.13 -2.65  0.926
Na: 2.74 -6.00 1.81  1.004
Be: 3.27 -1.24 4.75  -0.055
Br: -3.88 5.35 -0.77  -0.729
C: 7.86 5.03 -10.43  -1.017
Si: 6.06 4.47 -10.23  0.192
C: 5.85 2.93 -11.27  -1.029
C: 4.98 5.83 -10.94  -1.032
N: 5.77 4.19 -8.54  -0.236
Si: 4.21 3.66 -7.97  0.104
C: 3.71 2.00 -8.67  -1.034
C: 2.85 4.90 -8.33  -1.028
C: 4.30 3.48 -6.09  -0.968
H: 8.09 5.22 -11.48  0.278
H: 8.04 5.96 -9.87  0.250
H: 8.54 4.26 -10.06  0.246
H: 6.27 3.09 -12.27  0.358
H: 4.79 2.67 -11.40  0.308
H: 6.37 2.08 -10.82  0.241
H: 4.99 6.71 -10.30  0.244
H: 3.95 5.50 -11.07  0.308
H: 5.35 6.13 -11.93  0.359
H: 3.42 2.07 -9.72  0.286
H: 2.85 1.60 -8.12  0.353
H: 4.52 1.27 -8.58  0.242
H: 3.15 5.91 -8.04  0.250
H: 1.94 4.64 -7.77  0.354
H: 2.58 4.90 -9.39  0.283
H: 4.55 4.43 -5.62  0.360
H: 5.06 2.73 -5.81  0.234
H: 3.33 3.14 -5.70  0.064

(3)
Below is a cluster of 3 separate species, C39H72N7O6 in total at a distorted geometry, with properties calculated with ωB97M-V with the def2-TZVPD basis set.

Summary:
E_tot in eV: -64318.1298
Charge: +1
LUMO in eV: -3.264
HOMO energy in Ha: -0.445

Last column: Mulliken charge in e.
Positions of all 124 atoms, in Å:
C: 6.11 6.42 -0.68  -1.228
C: 5.62 5.45 0.44  -0.053
O: 5.93 4.12 -0.02  -0.312
C: 5.08 3.17 0.48  0.000
O: 4.60 3.32 1.57  -0.500
C: 4.84 1.95 -0.42  -0.534
C: 3.33 1.68 -0.69  -0.931
C: 2.54 1.19 0.59  -0.357
C: 1.33 0.21 0.25  0.217
C: 0.67 0.57 -1.11  -1.016
C: 0.17 2.08 -1.15  -0.593
C: -1.41 2.16 -1.16  -0.942
C: -1.93 2.35 -2.61  -0.670
O: -3.36 2.14 -2.56  -0.308
C: -3.74 1.15 -3.43  0.303
O: -4.48 0.30 -3.09  -0.461
N: 0.30 0.54 1.30  0.164
C: 0.91 0.32 2.56  -0.472
N: 0.95 1.35 3.34  0.215
C: 1.58 1.38 4.67  -0.358
C: 1.65 2.80 5.27  -0.145
O: 1.99 2.94 6.40  -0.524
N: 1.33 3.95 4.49  0.021
C: 2.35 4.12 3.41  -0.902
C: 1.19 5.16 5.32  -0.924
N: 1.47 -0.87 2.92  1.100
N: 0.98 -1.50 4.06  -0.782
C: 2.12 -1.69 1.87  -2.002
C: 1.74 -1.33 0.39  4.141
C: 2.87 -1.75 -0.62  -2.509
C: 4.35 -1.39 -0.28  -0.600
C: 5.20 -2.70 -0.35  -0.148
N: 5.47 -3.18 -1.70  -0.625
O: 5.61 -3.28 0.59  -0.481
C: 0.48 -2.18 -0.03  -0.482
C: -0.42 -2.57 1.01  -0.591
C: -1.55 -3.36 0.48  -0.833
C: -1.58 -3.65 -0.88  -0.560
N: -0.76 -3.29 -1.87  -0.694
C: 0.22 -2.55 -1.36  0.122
H: 5.43 6.34 -1.55  0.297
H: 7.12 6.13 -1.03  0.308
H: 6.10 7.46 -0.32  0.367
H: 4.54 5.63 0.58  0.234
H: 6.20 5.70 1.35  0.284
H: 5.31 2.16 -1.40  0.395
H: 5.38 1.10 0.02  0.248
H: 2.87 2.64 -1.02  0.554
H: 3.29 0.94 -1.51  0.414
H: 2.16 2.13 1.04  -0.194
H: 3.26 0.74 1.30  0.567
H: 1.31 0.38 -1.99  0.334
H: -0.27 -0.01 -1.29  0.727
H: 0.55 2.68 -0.30  0.032
H: 0.52 2.46 -2.14  0.534
H: -1.85 1.25 -0.70  0.196
H: -1.68 3.04 -0.54  0.456
H: -1.46 1.60 -3.27  0.392
H: -1.68 3.37 -2.97  0.271
H: -3.39 1.13 -4.49  0.341
H: -0.55 -0.02 1.16  0.462
H: 0.53 2.23 3.03  0.628
H: 2.56 0.85 4.70  0.407
H: 0.92 0.81 5.36  0.375
H: 3.24 3.49 3.66  0.365
H: 2.68 5.17 3.29  0.437
H: 1.95 3.72 2.46  -0.026
H: 0.48 4.98 6.15  0.335
H: 0.75 5.97 4.71  0.343
H: 2.18 5.49 5.72  0.351
H: 1.73 -1.53 4.76  0.277
H: 0.71 -2.47 3.92  -0.008
H: 1.92 -2.76 2.09  0.492
H: 3.22 -1.60 2.04  0.414
H: 2.62 -1.27 -1.59  0.431
H: 2.79 -2.85 -0.77  1.051
H: 4.74 -0.76 -1.10  0.377
H: 4.53 -0.83 0.65  0.557
H: 6.33 -2.74 -2.04  0.294
H: 4.75 -2.81 -2.32  0.330
H: -0.36 -2.33 2.08  0.477
H: -2.34 -3.74 1.14  0.372
H: -2.43 -4.28 -1.21  0.383
H: 0.92 -2.18 -2.12  0.349
C: -6.26 -0.22 -6.09  -0.967
C: -5.79 -0.28 -7.54  -0.418
C: -4.79 0.82 -7.89  -0.647
C: -5.33 2.24 -7.77  -0.552
C: -6.57 2.55 -8.61  -0.436
C: -6.32 2.41 -10.11  -1.203
H: -6.79 0.71 -5.87  0.262
H: -6.95 -1.05 -5.88  0.391
H: -5.42 -0.31 -5.40  0.118
H: -6.66 -0.25 -8.21  0.246
H: -5.31 -1.25 -7.71  0.364
H: -4.43 0.65 -8.91  0.338
H: -3.91 0.72 -7.24  0.320
H: -4.53 2.94 -8.06  0.380
H: -5.55 2.46 -6.72  0.241
H: -6.89 3.57 -8.41  0.372
H: -7.40 1.90 -8.32  0.246
H: -5.53 3.08 -10.44  0.294
H: -7.23 2.66 -10.67  0.377
H: -6.05 1.39 -10.39  0.284
C: 0.31 -4.92 6.70  -1.069
C: -0.27 -5.99 5.79  -0.615
C: -0.87 -5.43 4.51  -0.319
C: -2.06 -4.49 4.71  -0.028
C: -3.24 -5.08 5.48  -0.672
C: -3.88 -6.27 4.77  -1.209
H: -0.46 -4.22 7.04  0.282
H: 0.76 -5.37 7.59  0.405
H: 1.09 -4.35 6.19  0.173
H: -1.01 -6.58 6.34  0.290
H: 0.53 -6.69 5.52  0.388
H: -1.17 -6.26 3.87  0.399
H: -0.09 -4.89 3.95  0.025
H: -2.41 -4.15 3.72  0.102
H: -1.73 -3.58 5.22  0.212
H: -4.00 -4.30 5.60  0.389
H: -2.93 -5.37 6.48  0.300
H: -4.24 -5.99 3.78  0.272
H: -4.73 -6.64 5.35  0.386
H: -3.18 -7.10 4.66  0.302